one.
Below is a 2-piece molecular cluster, C5H10NO2 overall, with properties calculated with ωB97M-V/def2-TZVPD.

Structure (XYZ):
```
18
Properties=species:S:1:pos:R:3:nbo_charge:R:1
O 3.58237 -0.61040 0.19584 -0.2365
O 3.86447 0.51371 -0.69826 -0.4593
N -0.30387 -0.07212 0.00662 -0.2417
C 2.53061 -0.88720 0.60110 0.4581
C 0.09210 0.76463 1.10637 -0.2445
C -0.60460 -1.46960 0.03330 -0.4707
C 1.03329 0.47538 0.07287 -0.1284
C -1.10309 0.46320 -1.04620 -0.3975
H -0.10895 -2.00787 0.87892 0.2529
H -2.13367 0.30889 -0.67724 0.2378
H 1.20850 1.08964 -0.82950 0.2444
H -1.62094 -1.92821 0.14652 0.2661
H -0.83067 1.55213 -1.05969 0.2265
H 0.22352 0.39637 2.07618 0.2562
H -0.23621 -2.04267 -0.85746 0.2429
H -0.85568 -0.13843 -1.94084 0.2427
H -0.54000 1.64656 1.20878 0.2424
H 4.75919 0.95736 -0.56635 0.5086
```

## Properties
- HOMO (alpha / beta): -13.33 / -13.33 eV
- 2S+1: 1
- Net charge: +1
- LUMO energy (alpha / beta): -4.46 / -4.46 eV

two.
Below is an isolated ion of composition C5H10NO2 and charge +1, with properties calculated with ωB97M-V/def2-TZVPD.

Structure (XYZ):
```
18
Properties=species:S:1:pos:R:3:nbo_charge:R:1
O -3.08626 -0.02133 0.36390 -0.5626
O -1.18359 1.13503 0.00982 -0.4102
N 0.59764 -0.64670 1.03511 -0.8414
C 2.57451 0.60092 -0.21262 -0.6650
C 1.16142 0.37914 0.20262 0.2358
C -1.47791 -1.17457 -0.78951 -0.7646
C 0.20855 1.25852 -0.22712 -0.0638
C -1.90971 0.09122 -0.22080 0.8992
H 3.04906 1.04802 0.66608 0.2595
H 0.59057 2.17520 -0.56934 0.2275
H -3.16836 0.71560 0.98296 0.5192
H 3.00995 -0.27122 -0.55210 0.2471
H -1.27509 -2.01617 -0.04853 0.3237
H 2.45700 1.07707 -1.14963 0.2526
H -0.07887 -0.36951 1.74177 0.3911
H -2.19860 -1.73776 -1.32677 0.2944
H -0.59520 -1.00799 -1.30142 0.2565
H 1.32488 -1.23546 1.39558 0.4012
```

## Properties
- HOMO (alpha / beta): -12.97 / -12.97 eV
- 2S+1: 1
- Net charge: +1
- LUMO energy (alpha / beta): -4.67 / -4.67 eV

three.
Below is an isolated ion of composition C5H10NO2 and charge +1, with properties calculated with ωB97M-V/def2-TZVPD.

Structure (XYZ):
```
18
Properties=species:S:1:pos:R:3:nbo_charge:R:1
O 2.60248 1.41677 0.61705 -0.4760
O -2.31655 0.45192 -0.33893 -0.5530
N -0.06918 1.16935 0.59118 -0.6691
C 2.21781 0.51367 -0.06411 0.3957
C -1.22703 -1.62069 -0.09091 -0.5426
C 0.87508 -0.09245 0.35328 -0.1416
C -2.30539 -0.70593 -0.58832 0.4715
C 0.26357 -1.11737 -0.54328 -0.4928
H -1.33677 -2.67061 -0.60538 0.2571
H -0.87318 0.78509 1.11187 0.4796
H -3.01412 -1.12215 -1.10363 0.1383
H 0.30948 -1.05185 -1.63952 0.2577
H 0.83548 -2.00812 -0.74382 0.2803
H -0.94536 -1.80982 1.01951 0.2594
H -0.37285 1.50882 -0.28597 0.4390
H 0.59164 1.78493 0.84326 0.4416
H 1.18606 -0.53949 1.47969 0.2757
H 2.87214 0.12488 -0.83916 0.1791
```

## Properties
- SMILES: [NH3+][C@H](C=O)CCC=O
- HOMO: -14.69 eV
- 2S+1: 1
- Net charge: +1
- LUMO energy: -4.07 eV

four.
Below is an isolated ion of composition C5H10NO2 and charge +1, with properties calculated with ωB97M-V/def2-TZVPD.

Structure (XYZ):
```
18
Properties=species:S:1:pos:R:3:nbo_charge:R:1
O 1.41534 2.01581 -0.42948 -0.4539
O -0.62419 1.71122 -1.46245 -0.7603
N -0.82116 -0.84604 -0.60329 -0.5087
C 0.40961 1.43760 -0.51315 0.7771
C -0.17014 0.24969 0.27981 -0.1780
C 0.77946 -0.42485 1.31014 -0.4403
C -0.63536 -2.09637 0.09497 -0.2588
C -0.00184 -1.83632 1.42019 -0.4136
H -0.84412 -1.52917 2.23240 0.2267
H 0.86585 0.16608 2.36066 0.2812
H -0.57776 2.51378 -1.92028 0.5192
H 0.57891 -2.70009 1.63690 0.2570
H -0.36115 -0.48282 -1.48654 0.4798
H -0.08732 -2.80464 -0.41610 0.2419
H 1.91803 -0.57994 1.01793 0.2597
H -0.92473 0.83888 0.87822 0.2700
H -1.65404 -2.67606 0.16710 0.2516
H -1.78515 -0.61840 -0.66352 0.4493
```

## Properties
- SMILES: O=C(O)[C@@H]1CCC[NH2+]1
- HOMO: -15.39 eV
- 2S+1: 1
- Net charge: +1
- LUMO energy: -3.62 eV

The winner here is four, beating the second structure by 0.713 eV.

one.
Below is a 2-piece molecular cluster, C5H12O2 overall, with properties calculated with ωB97M-V/def2-TZVPD.

Structure (XYZ):
```
19
Properties=species:S:1:pos:R:3:nbo_charge:R:1
O -0.12292 1.44853 1.13229 -0.6982
O -2.56418 0.95881 0.34172 -0.7407
C -2.17078 -0.32508 -0.16107 -0.0606
C 0.35412 0.37271 0.45599 0.3342
C 1.68503 0.21281 0.44459 -0.3203
C -0.63391 -0.54441 -0.24805 -0.5152
C 2.55723 -1.00313 0.30310 -0.6316
H -2.61922 -0.43141 -1.15828 0.1766
H -1.08107 1.51209 0.98504 0.4987
H 3.47039 -0.80258 -0.27081 0.2116
H -0.36321 -0.60664 -1.30984 0.2330
H 2.89302 -1.27012 1.31691 0.2118
H 2.20216 1.09242 0.81593 0.2045
H -3.32223 0.84279 0.92576 0.4880
H -2.60132 -1.10723 0.47052 0.1715
H -0.03892 1.52626 -1.95348 -0.0194
H -0.38846 -1.50439 0.21967 0.2361
H 2.07878 -1.89362 -0.11790 0.2029
H 0.66546 1.52219 -2.19208 0.0174
```

## Properties
- SMILES: C/C=C(/O)CCO.[H][H]
- HOMO: -7.72 eV
- 2S+1: 1
- LUMO energy: 0.55 eV

two.
Below is a 3-piece molecular cluster, C5H12O2 overall, with properties calculated with ωB97M-V/def2-TZVPD.

Structure (XYZ):
```
19
Properties=species:S:1:pos:R:3:nbo_charge:R:1
O -0.20946 -1.66392 -1.68822 -0.9405
O 0.33647 -2.10433 0.97096 -0.9865
C 1.44106 0.81044 -0.32943 -0.2077
C -0.92240 0.82224 0.49538 -0.1186
C 2.00933 0.58914 0.89358 -0.3927
C 0.00572 1.12240 -0.46906 -0.2973
C -2.28107 1.39422 0.31741 -0.6481
H -0.87506 -2.36730 -1.77704 0.4809
H 2.04544 0.96755 -1.16066 0.2058
H -0.63622 0.48906 1.46287 0.2191
H 1.25014 -1.72235 1.06324 0.4667
H -0.69124 -0.83761 -1.60452 0.4913
H -2.96631 0.55971 0.14228 0.2161
H -2.67417 1.95596 1.16719 0.2240
H -0.24802 1.84653 -1.25364 0.2051
H 2.91075 0.02105 1.03401 0.1965
H 1.49616 0.80895 1.83465 0.1905
H -2.27333 1.99965 -0.60724 0.2061
H 0.12990 -2.00584 -0.01036 0.4893
```

## Properties
- SMILES: C=C/C=C/C.O.O
- HOMO: -8.64 eV
- 2S+1: 1
- LUMO energy: 0.47 eV

three.
Below is one molecule with the formula C5H12O2, with properties calculated with ωB97M-V/def2-TZVPD.

Structure (XYZ):
```
19
Properties=species:S:1:pos:R:3:nbo_charge:R:1
O -1.94495 -0.32802 0.52302 -0.7394
O 0.31641 -1.46054 0.01117 -0.7295
C -1.14579 0.32443 -0.48205 0.0783
C -1.55059 -0.14872 -1.86957 -0.6475
C 0.88962 0.64891 1.06198 -0.4194
C 2.33442 0.23154 1.33233 -0.6086
C 0.31059 -0.05729 -0.16563 0.0779
H -1.06791 0.42932 -2.66407 0.2240
H 0.82853 1.73681 0.92036 0.1977
H 2.70586 0.65709 2.27094 0.2078
H -1.28672 1.40804 -0.37915 0.1738
H -2.59948 -0.89580 0.09340 0.4773
H -1.25478 -1.19673 -1.98935 0.2262
H -0.50225 -1.58452 0.52949 0.4754
H 0.26042 0.40382 1.92768 0.2070
H 3.00178 0.56468 0.52767 0.1982
H 0.93248 0.17887 -1.04092 0.1717
H -2.63377 -0.05347 -2.00325 0.2075
H 2.40614 -0.85842 1.39594 0.2218
```

## Properties
- SMILES: CC[C@@H](O)[C@@H](C)O
- HOMO: -10.01 eV
- 2S+1: 1
- LUMO energy: 0.86 eV

The winner here is three, beating the second structure by 1.850 eV.

one.
Below is a 2-piece molecular cluster, C5H12O2 overall, with properties calculated with ωB97M-V/def2-TZVPD.

Structure (XYZ):
```
19
Properties=species:S:1:pos:R:3:nbo_charge:R:1
O -1.30254 0.75850 -0.80159 -0.7448
O 1.38749 0.19057 -0.88032 -0.7399
C 0.61222 -2.11337 -0.88205 -0.6324
C -0.05416 -0.47691 0.94226 -0.1691
C -1.49964 1.99811 -0.14648 -0.2548
C 0.10718 0.52406 1.79855 -0.4168
C 1.01431 -0.91083 -0.03769 0.0455
H -0.39873 0.73789 -1.15889 0.4937
H 0.30004 -2.94510 -0.24198 0.2201
H -1.99369 2.66089 -0.85283 0.1703
H -0.64662 0.75441 2.54397 0.2011
H 0.98806 1.15963 1.76196 0.1955
H -0.21636 -1.86126 -1.55267 0.2221
H 1.45931 -2.46049 -1.48769 0.2031
H -0.95736 -1.07917 0.95908 0.2092
H 1.87893 -1.17731 0.58260 0.1732
H 2.06285 -0.13615 -1.49179 0.4767
H -0.59160 2.50727 0.21657 0.1736
H -2.14967 1.86925 0.72899 0.1739
```

## Properties
- SMILES: C=C[C@@H](C)O.CO
- HOMO: -9.02 eV
- 2S+1: 1
- LUMO energy: 0.76 eV

two.
Below is a 3-piece molecular cluster, C5H12O2 overall, with properties calculated with ωB97M-V/def2-TZVPD.

Structure (XYZ):
```
19
Properties=species:S:1:pos:R:3:nbo_charge:R:1
O -4.01361 3.69314 2.77853 -0.9206
O 4.19844 2.70761 4.26867 -0.9228
C -0.45523 -0.96945 -1.22830 -0.1351
C 1.38855 -2.15104 -2.35449 -0.1969
C 0.57019 -1.83118 -1.16964 -0.2544
C 1.30820 -1.35895 -3.46729 -0.3925
C -1.71402 -0.98987 -0.43070 -0.6586
H 0.53013 -2.48161 -0.28147 0.2008
H 4.22818 3.08707 5.15234 0.4617
H -3.56195 3.29377 3.52928 0.4601
H -3.58980 3.14340 2.10964 0.4606
H -0.66568 -0.43256 -2.16991 0.1880
H -2.49186 -0.26306 -0.65238 0.2182
H -2.24873 -1.95472 -0.55234 0.2206
H 2.12851 -0.99491 -4.07757 0.1969
H -1.39434 -0.91592 0.62722 0.2172
H 0.34034 -1.30233 -3.97807 0.1938
H 3.24507 2.59601 4.21173 0.4611
H 2.19761 -2.87541 -2.31524 0.2018
```

## Properties
- SMILES: C=C/C=C/C.O.O
- HOMO: -7.99 eV
- 2S+1: 1
- LUMO energy: 0.19 eV

three.
Below is a 2-piece molecular cluster, C5H12O2 overall, with properties calculated with ωB97M-V/def2-TZVPD.

Structure (XYZ):
```
19
Properties=species:S:1:pos:R:3:nbo_charge:R:1
O -0.70393 0.36094 1.77450 -0.5966
O -0.03932 1.86498 -0.26715 -0.7111
C 1.39777 -0.16676 -1.00638 -0.3936
C -0.05284 0.66475 -0.92899 -0.1915
C -1.05636 -0.53997 1.00892 0.4481
C -2.48929 -0.73397 0.59258 -0.7226
C 2.20476 0.15399 0.24027 -0.6253
H 2.47770 1.20910 0.25236 0.2182
H 3.11206 -0.45008 0.24748 0.2079
H 2.00874 0.03524 -1.89179 0.1925
H -2.55390 -1.31361 -0.32824 0.2206
H -0.44665 -1.46111 0.92796 0.1249
H 0.45443 0.88269 -1.92816 0.2488
H -3.00642 -1.29268 1.37352 0.2465
H 1.64533 -0.05757 1.15015 0.2173
H -0.11030 1.62894 0.69825 0.4875
H -0.96033 0.19825 -1.32219 0.1912
H 1.09669 -1.21206 -1.04691 0.1991
H -2.97814 0.22891 0.45379 0.2381
```

## Properties
- SMILES: CC=O.CCCO
- HOMO: -9.25 eV
- 2S+1: 1
- LUMO energy: 0.80 eV

four.
Below is a 3-piece molecular cluster, C5H12O2 overall, with properties calculated with ωB97M-V/def2-TZVPD.

Structure (XYZ):
```
19
Properties=species:S:1:pos:R:3:nbo_charge:R:1
O -1.92385 -0.53453 0.47651 -0.7469
O 0.33900 -1.53123 0.02814 -0.7265
C -1.23728 0.29818 -0.27535 0.0238
C -1.25812 0.02754 -1.69480 -0.1395
C 0.93798 0.64396 0.98762 -0.4213
C 0.37728 -0.17106 -0.18343 0.1646
C 2.35958 0.20492 1.32589 -0.6088
H -3.00868 -0.64013 -0.70803 0.1853
H 2.38417 -0.86308 1.56108 0.2239
H 0.91496 1.71093 0.72883 0.2033
H -1.27203 1.37129 -0.02932 0.1613
H 0.27309 0.50383 1.85004 0.2202
H -0.52698 -1.65219 0.49256 0.5036
H -1.03997 0.79581 -2.44073 0.2109
H 2.74026 0.75832 2.19032 0.2143
H 0.96690 0.03082 -1.08737 0.1823
H -1.09341 -1.00221 -2.00303 0.2189
H 3.04286 0.38340 0.48721 0.2010
H -3.01882 -0.41284 -1.51612 -0.0705
```

## Properties
- HOMO: -9.56 eV
- 2S+1: 1
- LUMO energy: -0.57 eV

The winner here is one, beating the second structure by 1.316 eV.